DFT (wB97M-V/def2-TZVPD) results for an isolated molecule of C6H10O4.

## Properties
HOMO-LUMO gap: 10.2 eV
HOMO level: -9.7 eV
ΔE to the lowest compared entry with this formula, charge and spin: 163.1 kcal per mole
SMILES string: O[C@@H]1[C@H](O)[C@H]2O[C@@H]2C[C@H]1O

CARTESIAN COORDINATES (ANGSTROEM)
C -1.12 -0.63 -0.23
C -0.82 -0.18 -1.68
C 0.67 -0.31 -1.47
C 1.05 0.66 -0.59
C 1.12 0.15 0.89
C -0.39 0.05 0.87
H -0.84 -2.48 0.68
H -2.08 -0.32 -0.12
H -1.48 0.71 -1.73
H -1.34 -0.84 -2.28
H 0.75 -1.27 -1.22
H 0.56 1.55 -0.47
H 1.50 -1.01 0.97
H 2.55 1.35 1.71
H -0.66 -0.27 2.06
H -0.96 1.97 1.69
O -0.88 -2.02 -0.36
O 1.96 0.47 -1.66
O 1.61 1.09 2.00
O -1.19 1.35 0.94

---

DFT (wB97M-V/def2-TZVPD) results for an isolated molecule of C5H9N3.

## Properties
HOMO-LUMO gap: 6.6 eV
HOMO level: -5.9 eV
ΔE to the lowest compared entry with this formula, charge and spin: 60.0 kcal per mole
SMILES string: Cc1nc(C)c(N)[nH]1

CARTESIAN COORDINATES (ANGSTROEM)
C -2.55 -0.51 -0.28
C 2.25 -1.15 0.18
N -0.73 0.85 0.89
C 0.44 0.78 0.19
C -1.24 -0.42 0.41
C 0.88 -0.59 0.25
N 1.02 1.83 -0.42
N -0.22 -1.34 0.30
H -1.31 1.67 0.86
H 1.84 1.66 -1.00
H 0.53 2.71 -0.53
H -2.61 -1.40 -0.92
H -3.35 -0.60 0.46
H -2.77 0.38 -0.89
H 2.22 -2.24 0.29
H 2.87 -0.74 0.98
H 2.73 -0.90 -0.77

---

DFT (wB97M-V/def2-TZVPD) results for an isolated molecule of C13H13N3O2S.

## Properties
HOMO-LUMO gap: 8.0 eV
HOMO level: -8.1 eV
ΔE to the lowest compared entry with this formula, charge and spin: 336.1 kcal per mole
SMILES string: O=C(NC(=S)NCCc1ccccn1)c1ccco1

CARTESIAN COORDINATES (ANGSTROEM)
O 0.69 0.81 1.22
C 1.21 0.79 0.14
N 1.36 -0.37 -0.75
C 0.78 -1.45 -0.61
N 0.06 -1.56 0.48
C -0.61 -2.77 0.76
H -0.08 -3.61 0.37
H -0.76 -3.03 1.65
C -2.03 -2.58 -0.01
C -2.64 -1.31 0.68
N -3.00 -1.52 1.77
C -3.51 -0.27 2.25
C -3.64 1.12 1.80
C -2.88 0.95 0.55
C -2.52 -0.08 -0.15
H -1.91 -0.08 -0.92
H -2.90 2.08 0.16
H -3.82 1.89 2.39
H -4.09 -0.52 3.32
H -2.58 -3.49 0.44
H -1.96 -2.50 -1.07
H 0.33 -0.98 1.23
S 1.05 -2.58 -1.91
H 2.14 -0.13 -1.49
C 1.99 1.98 -0.65
C 2.07 3.24 0.21
C 2.85 4.21 -0.58
C 3.29 3.11 -1.79
O 2.83 2.08 -1.45
H 3.85 3.41 -2.49
H 3.24 5.01 -0.62
H 1.64 3.67 1.02

---

DFT (wB97M-V/def2-TZVPD) results for an isolated molecule of C4H2ClN.

## Properties
HOMO-LUMO gap: 8.4 eV
HOMO level: -10.3 eV
ΔE to the lowest compared entry with this formula, charge and spin: 83.2 kcal per mole

CARTESIAN COORDINATES (ANGSTROEM)
C -0.67 2.75 0.03
C -0.65 1.59 -0.46
C 0.44 -0.73 0.03
C -0.86 0.27 -0.16
N 1.40 -0.31 0.71
Cl 0.17 -2.24 -0.86
H -1.90 -0.31 -0.09
H 2.07 -1.02 0.81

---

DFT (wB97M-V/def2-TZVPD) results for an isolated molecule of C2H3ClO2S.

## Properties
HOMO-LUMO gap: 8.8 eV
HOMO level: -9.4 eV
ΔE to the lowest compared entry with this formula, charge and spin: 26.5 kcal per mole
SMILES string: O=C(Cl)CSO

CARTESIAN COORDINATES (ANGSTROEM)
C -0.41 0.97 -0.03
C -0.80 -0.07 0.90
O 1.86 -0.64 -0.57
O -0.05 -0.61 1.65
S 0.46 -0.42 -1.45
Cl -2.47 -0.55 0.65
H -1.03 1.49 -0.76
H 0.55 1.43 0.08
H 1.89 -1.61 -0.48

---

DFT (wB97M-V/def2-TZVPD) results for a cluster of 2 separate species, C57H44N5 in total.

## Properties
net charge: +1
HOMO-LUMO gap: 5.5 eV
HOMO level: -10.3 eV
ΔE to the lowest compared entry with this formula, charge and spin: 2.0 kcal per mole

CARTESIAN COORDINATES (ANGSTROEM)
C -4.01 2.62 -5.85
C -3.83 2.70 -4.46
C -2.56 2.50 -3.90
C -1.49 2.31 -4.77
N -0.19 2.18 -4.29
C 0.22 1.77 -3.09
N 1.58 1.87 -3.17
C 2.45 1.37 -2.16
C 1.96 1.29 -0.86
C 2.75 0.73 0.15
C 4.05 0.29 -0.14
C 4.51 0.32 -1.46
C 3.71 0.87 -2.48
C 1.92 2.45 -4.42
C 3.21 2.98 -4.85
C 3.58 3.00 -6.22
C 4.84 3.47 -6.58
C 5.75 3.92 -5.61
C 5.34 4.00 -4.27
C 4.08 3.54 -3.89
N 0.83 2.59 -5.14
C -1.62 2.31 -6.16
C -2.91 2.40 -6.70
H -5.01 2.76 -6.29
H -4.68 2.94 -3.82
H -2.38 2.55 -2.83
H 0.94 1.63 -0.65
H 2.37 0.66 1.16
H 4.70 -0.09 0.65
H 5.50 -0.07 -1.70
H 4.07 0.91 -3.51
H 2.86 2.64 -6.96
H 5.13 3.46 -7.63
H 6.74 4.24 -5.91
H 6.02 4.40 -3.52
H 3.76 3.62 -2.85
H -0.73 2.25 -6.77
H -3.04 2.31 -7.78
C 5.94 -4.75 1.53
C 5.55 -5.11 0.24
C 4.20 -5.28 -0.07
C 3.24 -5.09 0.93
N 1.85 -5.30 0.64
C 1.24 -6.53 1.01
C 0.86 -6.78 2.33
C 0.23 -7.98 2.65
C 0.02 -8.95 1.67
C 0.45 -8.72 0.36
C 1.07 -7.52 0.03
C 1.06 -4.15 0.41
C 1.15 -3.50 -0.84
C 0.40 -2.37 -1.11
C -0.37 -1.75 -0.09
C -0.96 -0.49 -0.34
C -1.64 0.32 0.61
C -2.56 1.30 0.16
C -3.23 2.11 1.05
C -3.12 1.89 2.44
N -3.88 2.69 3.32
C -4.66 2.10 4.35
C -4.08 1.69 5.55
C -4.87 1.10 6.54
C -6.25 0.94 6.34
C -6.83 1.39 5.15
C -6.05 1.97 4.16
C -3.48 4.06 3.45
C -4.25 5.07 2.86
C -3.85 6.39 3.00
C -2.70 6.72 3.73
C -1.95 5.70 4.32
C -2.31 4.37 4.16
C -2.22 0.93 2.90
C -1.43 0.22 2.01
C -0.53 -2.48 1.13
C 0.19 -3.64 1.38
C 3.62 -4.74 2.23
C 4.98 -4.57 2.53
H 7.00 -4.60 1.76
H 6.29 -5.25 -0.54
H 3.87 -5.57 -1.07
H 1.06 -6.03 3.10
H -0.09 -8.17 3.67
H -0.48 -9.89 1.92
H 0.31 -9.48 -0.41
H 1.42 -7.32 -0.98
H 1.78 -3.93 -1.62
H 0.43 -1.90 -2.09
H -0.96 -0.14 -1.36
H -2.76 1.38 -0.91
H -3.89 2.91 0.70
H -3.01 1.84 5.71
H -4.41 0.76 7.46
H -6.86 0.46 7.10
H -7.90 1.29 5.00
H -6.49 2.34 3.23
H -5.15 4.79 2.32
H -4.44 7.17 2.53
H -2.40 7.76 3.83
H -1.06 5.95 4.90
H -1.73 3.56 4.60
H -2.15 0.75 3.98
H -0.63 -0.40 2.41
H -1.24 -2.15 1.88
H 0.11 -4.15 2.34
H 2.86 -4.60 3.00
H 5.28 -4.30 3.53

---

Number 1: lowest unoccupied orbital energy 0.51 eV, F_max 8.04 eV/Å. Number 2: lowest unoccupied orbital energy 0.67 eV, F_max 5.01 eV/Å. Number 3: lowest unoccupied orbital energy -0.17 eV, F_max 19.47 eV/Å. Number 4: lowest unoccupied orbital energy -1.87 eV, F_max 3.74 eV/Å. Number 5: lowest unoccupied orbital energy -0.56 eV, F_max 4.32 eV/Å. Number 6: lowest unoccupied orbital energy -4.81 eV, F_max 1.99 eV/Å.